This record from the OMol25 dataset describes a molecular structure, C15H13N4O9RuS3. The level of theory is ωB97M-V with the def2-TZVPD basis set.

Its HOMO energy (alpha / beta) is -2.37 / -2.25 eV. As for the spin multiplicity: 2. The relative energy (zero: lowest compared OMol25 entry of this formula, charge and spin) comes out at 0.284 eV. The LUMO energy (alpha / beta) is 3.85 / 3.85 eV. The value obtained for the total energy is -75247.23561 eV. The value obtained for the HOMO-LUMO gap (alpha / beta) is 0.22833 / 0.22391 Eh. Its total charge is -2. The expectation value of S² is 0.76.

XYZ file:
```
45
Properties=species:S:1:pos:R:3:forces:R:3
Ru 0.15268 0.69841 -1.20157 0.1 0.0 0.0
O 2.18005 -4.30342 -3.97498 0.0 0.0 0.0
C 1.75258 -3.14733 -3.38418 0.0 0.0 0.0
C 2.65541 -2.19750 -2.91260 0.0 0.0 0.0
C 2.14306 -1.05645 -2.33072 0.0 0.0 0.0
N 0.83511 -0.88898 -2.24218 0.0 0.0 0.0
C -0.04602 -1.78258 -2.66479 0.0 0.0 0.0
C 0.38071 -2.95050 -3.26337 0.0 0.0 0.0
C -1.49121 -1.35912 -2.39773 0.0 0.0 0.0
O -2.39401 -2.08626 -2.77892 0.0 0.0 0.0
O -1.59240 -0.22306 -1.80065 0.0 0.0 0.0
C 2.94100 0.09398 -1.72276 0.0 0.0 0.0
O 4.16283 0.02336 -1.71528 0.0 0.0 0.0
O 2.21259 1.05207 -1.27087 0.0 0.0 0.0
H 3.14252 -4.30960 -3.96664 0.0 0.0 0.0
H 3.72956 -2.32372 -2.97722 0.0 0.0 0.0
H -0.33718 -3.67962 -3.60994 0.0 0.0 0.0
S -0.58588 2.64645 -0.10141 0.0 0.0 0.0
C -0.67933 3.40729 -1.64443 0.0 0.0 0.0
S -0.21559 2.28586 -2.85719 0.0 0.1 -0.1
C -1.05612 4.72770 -1.87855 0.0 0.0 0.0
C -1.41958 5.59884 -0.81746 0.0 0.0 0.0
N -1.72557 6.32901 0.02369 0.0 0.0 0.0
C -1.08126 5.26760 -3.19158 0.0 0.0 0.0
N -1.10776 5.72512 -4.25222 0.0 0.0 0.0
C -2.51522 -1.80817 3.82504 0.0 0.0 0.0
N -2.39925 -0.37641 3.66469 0.1 0.0 0.0
C -1.52344 0.30637 4.58895 -0.1 0.0 0.0
C -2.76129 0.19349 2.48149 0.0 0.0 0.0
O -3.37419 -0.37471 1.60180 -0.1 0.0 0.1
H -2.93546 -2.04404 4.80812 0.0 0.0 0.0
H -1.53157 -2.27573 3.72574 0.0 0.0 0.0
H -3.17166 -2.18858 3.04626 0.0 0.0 0.0
H -1.94278 0.26684 5.60113 0.0 0.0 0.0
H -1.41006 1.34440 4.28525 0.0 0.0 0.0
H -0.53126 -0.14829 4.58523 0.0 0.0 0.0
H -2.45342 1.24813 2.40539 0.0 0.0 0.0
C 2.64265 -0.05635 1.77478 0.0 0.0 0.0
S 0.89329 -0.34751 1.83578 0.0 0.0 0.0
O 0.68972 -1.50005 2.69710 0.0 0.0 0.0
O 0.54048 -0.66863 0.42286 -0.1 -0.1 0.1
O 0.29127 0.88595 2.29915 0.0 0.0 0.0
H 3.12882 -0.95563 1.40140 0.0 0.0 0.0
H 2.98173 0.17341 2.78297 0.0 0.0 0.0
H 2.82542 0.77796 1.10040 0.0 0.0 0.0
```
Positions in Å, forces in eV/Å.



This record from the OMol25 dataset describes a molecular structure, C2H4Cl4OP2. The level of theory is ωB97M-V with the def2-TZVPD basis set.

Its HOMO energy (alpha / beta) is -8.35 / -8.35 eV. The relative energy (zero: lowest compared OMol25 entry of this formula, charge and spin) comes out at 2.823 eV. The LUMO energy (alpha / beta) is -1.89 / -1.89 eV. The value obtained for the total energy is -72852.58994 eV. The value obtained for the HOMO-LUMO gap (alpha / beta) is 0.23732 / 0.23730 Eh.

XYZ file:
```
13
Properties=species:S:1:pos:R:3:forces:R:3
C -0.80454 -0.26863 3.12965 1.1 -1.1 0.2
C 0.48612 1.09632 -2.29793 -0.1 1.3 1.9
O 1.39943 0.32696 0.17641 -1.2 0.2 1.4
P 0.16908 0.56694 1.99292 -0.2 -0.4 0.6
P 0.55537 -0.02558 -1.06322 -0.1 1.9 -0.2
Cl 1.74179 1.34955 2.94750 0.1 -0.6 -0.1
Cl -0.72250 2.16021 1.26591 -0.4 0.6 0.0
Cl -1.23437 -0.72034 0.04670 -0.3 -0.4 -1.1
Cl 1.05725 -1.76933 -1.76255 0.3 -1.3 -0.6
H -0.40486 -1.24853 3.49006 0.7 1.2 0.1
H -1.87358 -0.50159 3.19279 0.1 0.9 -1.3
H 0.13196 0.70208 -3.25352 0.1 0.6 0.2
H 0.47309 2.23952 -1.94421 -0.1 -2.9 -1.1
```
Positions in Å, forces in eV/Å.